A molecular structure, C25H50BIN6O6S at a distorted geometry. Source: the OMol25 dataset; level of theory: ωB97M-V with the def2-TZVPD basis set.

ORCA input file:
```
! RIJCOSX wB97M-V def2-TZVPD def2/J DEFGRID3
* xyz 0 1
C 2.6676 -5.4404 -2.6372
C 2.9847 -4.2681 -2.7084
C 3.4304 -2.8626 -2.4278
C 4.8437 -2.6892 -2.3370
C 5.4375 -1.3786 -2.0686
N 6.7580 -1.0305 -1.9590
S 6.6832 0.6031 -1.6710
N 5.0752 0.9547 -1.6412
C 4.4790 -0.2585 -1.8835
C 3.0092 -0.4530 -1.9882
I 1.8229 1.3024 -1.7186
C 2.4423 -1.7441 -2.2595
C 0.9389 -2.0298 -2.4182
B 0.0929 -1.9234 -1.0568
O 0.1363 -2.8483 0.0106
O -0.8111 -0.8347 -0.9115
H 2.5011 -6.5030 -2.8219
H 5.5006 -3.5641 -2.5036
H 0.8247 -3.0606 -2.8285
H 0.5219 -1.2749 -3.1324
H -0.5514 -3.5041 -0.1898
H -1.4840 -1.0036 -1.5923
C -0.4986 2.7839 -7.6281
C 0.3137 2.7425 -6.3367
C 0.5045 1.3258 -5.7681
O -0.6443 0.7844 -5.1292
C -1.6194 0.2580 -6.0118
N -0.3075 3.6405 -5.3564
H -1.5696 2.6796 -7.4525
H -0.3537 3.7397 -8.1342
H -0.1865 1.9930 -8.3153
H 1.3093 3.1313 -6.5714
H 1.2721 1.3784 -4.9904
H 0.8827 0.6326 -6.5308
H -1.1666 -0.2100 -6.8903
H -2.3206 1.0380 -6.3139
H -2.1866 -0.5006 -5.4691
H 0.2931 3.6975 -4.5372
H -1.1458 3.1788 -5.0093
C 2.5711 -2.3677 4.2052
C 1.8888 -2.3789 2.8397
C 2.7696 -1.8387 1.7008
O 2.9116 -0.4265 1.6815
C 3.8580 0.0847 2.6031
N 0.6217 -1.6465 2.9349
H 2.5930 -1.3741 4.6543
H 2.0347 -3.0164 4.9001
H 3.5990 -2.7331 4.1350
H 1.6612 -3.4227 2.6035
H 2.2861 -2.0954 0.7547
H 3.7547 -2.3237 1.6870
H 4.7133 -0.5860 2.7264
H 3.3842 0.2809 3.5669
H 4.2185 1.0389 2.2152
H 0.1194 -1.7493 2.0558
H 0.8476 -0.6535 2.9698
C -2.3169 1.7990 -1.2093
C -2.0155 2.6174 0.0403
C -3.2637 2.9798 0.8643
O -4.0602 4.0161 0.3113
C -4.9195 3.6075 -0.7380
N -1.2559 3.8119 -0.3498
H -2.7118 2.4064 -2.0256
H -1.4010 1.3334 -1.5723
H -3.0370 1.0042 -0.9964
H -1.3757 2.0011 0.6802
H -2.9269 3.3594 1.8335
H -3.8775 2.0942 1.0739
H -5.3068 2.5969 -0.5797
H -4.4058 3.6731 -1.6989
H -5.7617 4.3004 -0.7680
H -0.9587 4.3000 0.4915
H -1.9094 4.4590 -0.7867
C -3.2101 0.6574 6.2975
C -2.1350 -0.0566 5.4823
C -2.3665 -1.5694 5.3348
O -2.0688 -2.3303 6.4968
C -3.0770 -2.3134 7.4908
N -0.8227 0.2321 6.0697
H -3.0911 0.5061 7.3706
H -3.1630 1.7339 6.1235
H -4.2098 0.3180 6.0135
H -2.1592 0.3718 4.4751
H -1.6841 -1.9357 4.5629
H -3.3828 -1.7908 4.9815
H -4.0802 -2.2835 7.0560
H -2.9300 -1.4706 8.1691
H -2.9815 -3.2279 8.0785
H -0.1039 -0.1541 5.4615
H -0.7426 -0.3210 6.9205
*
```

Output
HOMO: -0.31566 hartree
Strongest force on any atom: 2.93 eV/A
Lowest unoccupied orbital energy: -1.09 eV
Orbital gap: 0.275 Ha
ΔE to the lowest compared entry with this formula, charge and spin: 0.0 kJ/mol